20
Properties=species:S:1:pos:R:3:forces:R:3 method="wB97M-V/def2-TZVPD" lumo_energy_ev="-4.32 / -4.34" total_charge=+1 relative_energy_kcal_mol=139.2 homo_lumo_gap_ev="7.68 / 7.65"
C -2.67110 0.95232 0.00205 -0.0039 1.0199 0.0482
C -0.55671 0.21006 -0.05467 -4.0772 -1.6541 -0.1029
C 1.36629 -0.05482 -1.39200 0.4838 -0.0780 -1.1567
C 1.02928 -1.36605 0.61731 0.1083 -1.2056 0.5698
C 1.49917 1.01348 0.78049 0.4958 0.9423 0.7778
N -1.36340 1.14926 -0.02127 0.7686 -0.3233 0.0903
N -2.32111 -1.34081 -0.00814 2.6899 0.7119 0.0135
N -3.06370 -0.36405 0.00805 -0.1211 0.6746 0.0131
N 0.82557 -0.04028 -0.00881 0.1897 -0.0401 -0.1201
H -3.37188 1.75914 -0.00008 -0.2914 -0.0279 -0.0105
H 0.76732 -0.72130 -2.01304 -0.0228 0.0337 0.2198
H 1.33140 0.95075 -1.80899 -0.1112 -0.0339 0.1439
H 2.39953 -0.40449 -1.38607 -0.0769 0.0472 0.2059
H 2.09172 -1.60085 0.64675 0.0113 0.2077 -0.1165
H 0.63173 -1.36536 1.63050 -0.0343 0.1894 -0.0857
H 0.49722 -2.12565 0.04658 -0.0052 0.1818 -0.0775
H 1.13372 0.99738 1.80671 -0.0674 -0.1212 -0.1276
H 2.57592 0.85034 0.77976 -0.0729 -0.1879 -0.1311
H 1.28460 1.98871 0.34713 -0.0703 -0.1223 -0.0809
H -4.08556 -0.48779 0.02775 0.2072 -0.2144 -0.0727